[1]
Computed, not measured: an isolated molecule of C9H11NO3S, with ωB97M-V with the def2-TZVPD basis set.

Each line ends with the natural charge from an NBO analysis.
Atoms and positions in Å:
C 1.2240 2.6039 -0.5436  0.239
C 1.8671 0.3370 0.9283  -0.300
C 1.9546 1.5863 0.0108  -0.234
C 3.0413 0.8641 0.1931  0.439
C 1.2115 -0.9240 0.5163  0.044
C -1.9957 -1.1904 -1.4365  -0.617
C -2.6057 -0.1694 -0.4843  -0.391
C -1.5620 0.5594 0.3628  -0.426
C -0.9230 -0.3167 1.4422  -0.067
N 0.5933 3.4473 -1.0093  -0.276
O 1.2592 -3.2267 -0.6712  -0.926
O 4.3164 0.6287 -0.0043  -0.612
O -0.0096 -1.2777 0.9332  -0.476
S 2.0735 -2.0423 -0.3912  1.040
H 1.7984 0.5265 2.0010  0.216
H -2.7776 -1.6850 -2.0080  0.210
H -1.3230 -0.6999 -2.1379  0.200
H -1.4389 -1.9502 -0.8955  0.226
H -3.1521 0.5774 -1.0652  0.205
H -3.3220 -0.6628 0.1759  0.193
H -0.7847 0.9606 -0.2899  0.206
H -2.0382 1.4006 0.8704  0.219
H -0.4303 0.3151 2.1903  0.176
H -1.6887 -0.9181 1.9393  0.203
H 4.7123 1.2562 -0.6267  0.509

Results
Energy above the lowest of the compared OMol25 structures with the same formula, charge and spin in kJ/mol: 497.97
LUMO (alpha / beta) in eV: -0.023 / -0.023
Frontier orbital gap (alpha / beta) in eV: 8.429 / 8.430


[2]
Computed, not measured: a cluster of 2 separate species, C9H11NOS2 in total, with ωB97M-V with the def2-TZVPD basis set.

Each line ends with the natural charge from an NBO analysis.
Atoms and positions in Å:
C -0.6373 1.6731 -2.3764  -0.203
C 0.6187 1.1447 -2.6462  -0.224
C -1.0299 1.9460 -1.0776  -0.228
C 1.5219 0.8973 -1.6234  -0.240
C -0.1436 1.6714 -0.0483  0.118
C 1.1319 1.1652 -0.3251  -0.127
C 0.5896 1.3007 2.1174  -0.069
C -0.7740 -3.0606 0.4057  -0.632
C 0.2790 -2.1329 1.0043  -0.058
N -0.3688 1.7987 1.3006  -0.570
O -0.2400 -0.8487 1.2905  -0.739
S 2.0191 0.8936 1.1607  0.390
S 0.4720 1.2273 3.7439  -0.155
H -1.3255 1.8620 -3.1869  0.218
H 0.8942 0.9182 -3.6641  0.217
H -2.0081 2.3469 -0.8603  0.216
H 2.4981 0.4870 -1.8293  0.222
H -0.3367 -4.0355 0.2107  0.213
H -1.6104 -3.1840 1.0949  0.200
H -1.1500 -2.6490 -0.5316  0.212
H 1.0925 -1.9653 0.2915  0.178
H 0.7011 -2.5812 1.9160  0.164
H -1.2586 2.0787 1.6850  0.425
H -0.9351 -0.9536 1.9481  0.473

Results
Energy above the lowest of the compared OMol25 structures with the same formula, charge and spin in kJ/mol: 25.75
LUMO in eV: 0.659
SMILES: S=c1[nH]c2ccccc2s1.CCO
Frontier orbital gap in eV: 8.556


[3]
Computed, not measured: a cluster of 2 separate species, C9H11O2 in total, with ωB97M-V with the def2-TZVPD basis set.

Each line ends with the natural charge from an NBO analysis.
Atoms and positions in Å:
C -1.5277 -0.6240 3.1912  -0.625
C -1.1605 0.7303 -0.8754  -0.196
C -2.2055 1.2024 -0.0803  -0.218
C -0.1894 -0.0850 -0.3269  -0.214
C -2.2574 0.8537 1.2566  -0.240
C -0.3215 -0.5254 0.9816  -0.216
C -1.3614 -0.0701 1.7905  -0.032
H -1.1812 1.0244 -1.9231  0.231
H -2.8953 1.9392 -0.4641  0.198
H 0.5561 -0.4292 -1.0479  0.282
H -3.0543 1.2024 1.9149  0.189
H 0.3464 -1.2627 1.4120  0.195
H -2.3332 -1.3600 3.2347  0.206
H -1.8777 0.1750 3.8524  0.208
H -0.6097 -1.1433 3.4633  0.212
C 3.2530 -0.4454 -1.8242  -0.742
C 2.3446 0.0740 -2.9768  0.765
O 2.8366 0.9674 -3.7012  -0.783
O 1.2230 -0.4861 -3.0880  -0.808
H 3.9257 -1.1846 -2.2541  0.200
H 2.6086 -0.9177 -1.0854  0.189
H 3.8806 0.3649 -1.4500  0.200

Results
Energy above the lowest of the compared OMol25 structures with the same formula, charge and spin in kJ/mol: 25.68
Net charge: -1
LUMO in eV: 3.092
Frontier orbital gap in eV: 7.155